(1)
The following is a DFT calculation (ωB97M-V with the def2-TZVPD basis set) of C21H21AsF6NO2PtTe as an isolated structure at a distorted geometry.

Positions of all 54 atoms, in Å:
1 Pt 0.074212 0.307094 0.103647
2 F 0.914577 -1.605267 -1.880952
3 As -0.533113 -2.557442 -1.489442
4 F -0.789363 -2.827270 -3.145666
5 F 0.443994 -3.943599 -1.289909
6 F -1.966236 -3.310611 -0.996124
7 F -0.185664 -2.133790 0.216738
8 F -1.359417 -0.995751 -1.598643
9 C -2.650485 2.107884 1.050482
10 C -2.129020 2.515190 -0.221339
11 C -2.725803 3.538826 -1.161344
12 C -1.982118 3.501388 -2.246208
13 C -0.895754 2.456602 -1.979353
14 C 0.100091 1.986429 -2.916024
15 N -1.011862 1.954462 -0.758041
16 H -3.545479 2.646143 1.344155
17 H -1.852933 2.193066 1.808510
18 H -2.845081 1.021967 1.004306
19 H -3.600312 4.136194 -0.951875
20 H -2.087117 4.060571 -3.164536
21 H 0.142145 2.568457 -3.831295
22 H -0.160274 0.938106 -3.156987
23 H 1.076011 1.940639 -2.419504
24 C 3.830901 -0.681229 -1.308515
25 Te 2.566868 -0.450519 0.578543
26 C 2.868507 -2.538134 0.606652
27 C 4.182197 -2.784516 -0.062995
28 C 4.936876 -3.906242 0.191158
29 C 6.193679 -4.034188 -0.395390
30 C 6.732279 -3.018657 -1.221098
31 C 6.013360 -1.888143 -1.467279
32 C 4.692402 -1.775117 -0.953949
33 H 4.345648 0.209349 -1.657313
34 H 3.003150 -0.969347 -1.969890
35 H 2.042664 -3.006852 0.069276
36 H 2.834296 -2.863624 1.644411
37 H 4.565046 -4.677361 0.853200
38 H 6.784178 -4.918875 -0.193726
39 H 7.713230 -3.147247 -1.657425
40 H 6.410413 -1.104219 -2.098533
41 O 1.684929 -0.737083 2.611889
42 C 0.616784 -0.164500 2.942056
43 O -0.168321 0.417663 2.094011
44 C 0.213255 -0.139385 4.352767
45 C -1.135242 -0.041074 4.693876
46 C -1.499181 0.017760 6.025177
47 C -0.520850 -0.010795 7.011728
48 C 0.821512 -0.116894 6.670949
49 C 1.192375 -0.196897 5.341627
50 H -1.890229 -0.042984 3.918820
51 H -2.542857 0.093853 6.297550
52 H -0.808101 0.041877 8.053513
53 H 1.577987 -0.141059 7.443173
54 H 2.232046 -0.307746 5.064943

Atoms 1-6, force components in eV/Å:
1.65 -0.63 -0.03
0.30 0.31 0.02
-0.11 -0.53 0.03
-0.03 0.02 -0.01
0.10 -0.05 0.00
-0.06 -0.01 -0.02

Properties
**E_LUMO (alpha / beta)**: -10.00 / -10.01 eV
**⟨S²⟩**: 1.149
**Spin multiplicity**: 2
**Total charge**: +2


(2)
The following is a DFT calculation (ωB97M-V with the def2-TZVPD basis set) of a 9-piece molecular cluster, C64H75ClF4O5S overall at a distorted geometry.

Positions of all 150 atoms, in Å:
1 C 4.123438 -1.099965 2.349080
2 C 2.961173 -2.089250 2.259271
3 O 2.156597 -1.757860 1.110348
4 C 1.903563 -2.811598 0.267555
5 O 1.120480 -3.859096 0.893625
6 S -0.236731 -3.384701 1.584707
7 O -1.012287 -4.576801 1.756605
8 O 0.035073 -2.642644 2.781773
9 C -1.010387 -2.278949 0.341338
10 C -0.903865 -0.856742 0.927636
11 C -1.547205 0.259937 0.079270
12 C -0.834120 1.591707 0.287956
13 F 0.123900 1.833606 -0.687744
14 C -2.498634 -2.674421 0.360483
15 C -2.909874 -3.962277 -0.377266
16 C -3.817437 -3.721740 -1.588913
17 Cl -5.521671 -4.067679 -1.109352
18 C -0.316287 -2.416428 -1.004209
19 C 1.232911 -2.364306 -1.024971
20 C 1.782143 -1.015163 -1.525554
21 C 3.043071 -1.135999 -2.373759
22 O 4.233052 -0.878763 -1.614102
23 C 5.013781 0.137915 -2.197627
24 C 6.279052 0.350326 -1.364658
25 F 6.610688 1.673355 -1.349339
26 F 6.123945 -0.046280 -0.072341
27 F 7.344755 -0.328243 -1.878544
28 H 4.196749 -0.570868 1.408277
29 H 3.905699 -0.365346 3.118689
30 H 5.051880 -1.607893 2.578446
31 H 3.312844 -3.114163 2.181683
32 H 2.310199 -2.007694 3.120964
33 H 2.844012 -3.306799 0.018301
34 H 0.137353 -0.596951 1.098647
35 H -1.387876 -0.852326 1.897830
36 H -2.559347 0.425010 0.445985
37 H -1.651142 0.019406 -0.973448
38 H -0.392917 1.584054 1.281759
39 H -1.566357 2.393679 0.247127
40 H -3.122784 -1.857423 0.008004
41 H -2.746583 -2.807292 1.410301
42 H -2.045367 -4.571534 -0.623359
43 H -3.474713 -4.562058 0.326199
44 H -3.797518 -2.680347 -1.884686
45 H -3.605458 -4.383053 -2.417171
46 H -0.606711 -3.337582 -1.502323
47 H -0.652035 -1.618096 -1.660919
48 H 1.543069 -3.093156 -1.769877
49 H 1.948357 -0.320462 -0.710179
50 H 1.032684 -0.562904 -2.171563
51 H 3.142589 -2.135092 -2.799065
52 H 3.000758 -0.443033 -3.212620
53 H 4.452471 1.071869 -2.157241
54 H 5.302400 -0.111867 -3.215779
55 C -0.891644 0.111703 -4.560948
56 C -1.479580 0.368650 -5.792133
57 C -1.948600 1.641297 -6.083984
58 C -1.830081 2.656919 -5.145415
59 C -1.245066 2.398558 -3.914094
60 C -0.775481 1.126466 -3.620186
61 H -0.516993 -0.880275 -4.337807
62 H -1.568738 -0.420704 -6.526230
63 H -2.404477 1.842701 -7.044460
64 H -2.192296 3.650507 -5.375128
65 H -1.152358 3.189031 -3.179745
66 H -0.320691 0.933009 -2.663980
67 C -0.805507 5.563479 -0.505791
68 C -1.250192 6.701303 0.153233
69 C -0.569049 7.166751 1.269929
70 C 0.553298 6.492038 1.729644
71 C 0.991877 5.349247 1.075020
72 C 0.314899 4.884356 -0.044105
73 H -1.334319 5.204566 -1.380640
74 H -2.126143 7.227006 -0.204196
75 H -0.913798 8.056520 1.781992
76 H 1.088409 6.853825 2.598739
77 H 1.864848 4.820762 1.437709
78 H 0.659680 3.997452 -0.552671
79 C -0.678407 -6.382126 -5.369158
80 C -1.389044 -6.240559 -6.552533
81 C -1.984032 -5.026074 -6.864721
82 C -1.871443 -3.953465 -5.991611
83 C -1.165728 -4.096632 -4.805237
84 C -0.568384 -5.310490 -4.494874
85 H -0.209817 -7.326836 -5.129408
86 H -1.479350 -7.078249 -7.231933
87 H -2.537227 -4.915666 -7.788103
88 H -2.336794 -3.007790 -6.234505
89 H -1.086494 -3.264789 -4.116177
90 H -0.016047 -5.422705 -3.569324
91 C -0.940652 -12.293784 -4.267560
92 C 0.028082 -11.996303 -3.319498
93 C 0.251414 -10.679074 -2.945019
94 C -0.492265 -9.659158 -3.521488
95 C -1.457091 -9.955384 -4.474513
96 C -1.682240 -11.273396 -4.846080
97 H -1.118364 -13.321746 -4.555364
98 H 0.608937 -12.791816 -2.871394
99 H 1.004473 -10.447261 -2.203195
100 H -0.320191 -8.632238 -3.225133
101 H -2.035316 -9.159186 -4.926689
102 H -2.436323 -11.505559 -5.586812
103 C 1.960127 7.564513 6.044704
104 C 2.427681 6.534397 5.240745
105 C 2.013281 5.230143 5.471611
106 C 1.134240 4.955248 6.509553
107 C 0.671921 5.984403 7.317954
108 C 1.083755 7.289041 7.085194
109 H 2.278833 8.582590 5.860456
110 H 3.115715 6.748251 4.431150
111 H 2.375795 4.427893 4.841690
112 H 0.809361 3.938599 6.688951
113 H -0.010392 5.769431 8.130003
114 H 0.721698 8.091479 7.714762
115 C 4.484613 6.805801 0.322997
116 C 4.063935 7.788289 1.208394
117 C 4.842646 8.107956 2.312064
118 C 6.040671 7.442028 2.533275
119 C 6.457977 6.455140 1.651399
120 C 5.680739 6.137829 0.545726
121 H 3.877914 6.559140 -0.538879
122 H 3.127207 8.303803 1.039165
123 H 4.515508 8.876599 3.001100
124 H 6.648604 7.692212 3.393076
125 H 7.389581 5.932676 1.825583
126 H 6.007210 5.368314 -0.141979
127 C -1.598490 -6.665580 7.047962
128 C -2.502060 -7.424767 6.318157
129 C -2.765725 -7.104101 4.993390
130 C -2.128399 -6.023813 4.397201
131 C -1.229241 -5.261040 5.128996
132 C -0.964250 -5.583106 6.453432
133 H -1.388539 -6.917402 8.079793
134 H -3.000755 -8.266460 6.781850
135 H -3.469091 -7.698067 4.423583
136 H -2.328202 -5.775661 3.365503
137 H -0.736655 -4.417568 4.663535
138 H -0.261498 -4.988898 7.023828
139 C -6.148146 8.026512 0.025890
140 C -6.590518 9.165569 0.683831
141 C -5.910355 9.630838 1.800422
142 C -4.788716 8.955524 2.261077
143 C -4.349245 7.813507 1.606341
144 C -5.028521 7.349491 0.488577
145 H -6.676529 7.666101 -0.847195
146 H -7.466400 9.690992 0.326149
147 H -6.254682 10.520165 2.312043
148 H -4.256920 9.319128 3.130871
149 H -3.477776 7.283636 1.968248
150 H -4.684978 6.458323 -0.021850

Atoms 1-6, force components in eV/Å:
-0.65 -0.08 0.16
0.22 0.48 -0.07
-0.22 -0.17 -0.01
0.68 0.16 -0.21
-0.28 0.16 0.03
-0.32 -0.34 0.63

Properties
**SMILES**: CCO[C@H]1OS(=O)(=O)[C@](CCCF)(CCCCl)C[C@H]1CCOCC(F)(F)F.c1ccccc1.c1ccccc1.c1ccccc1.c1ccccc1.c1ccccc1.c1ccccc1.c1ccccc1.c1ccccc1
**E_LUMO**: 0.29 eV
**Total charge**: 0


(3)
The following is a DFT calculation (ωB97M-V with the def2-TZVPD basis set) of C4H3GaO6 as an isolated structure at a distorted geometry.

Positions of all 14 atoms, in Å:
1 C -1.094284 -2.405393 -0.870381
2 C -1.951673 -1.396073 -0.766341
3 O -1.518278 -0.133084 -0.437429
4 C -2.289696 0.751751 0.386546
5 O -3.352611 0.403613 0.827989
6 O -1.624235 1.826400 0.465707
7 H -0.047134 -2.295084 -0.585421
8 H -3.020634 -1.448139 -0.972835
9 H -1.461057 -3.373074 -1.207385
10 O 1.168300 -1.011006 -2.622166
11 O 2.486365 0.474552 -3.281928
12 O 1.266371 0.909799 -1.473918
13 C 1.623931 0.148550 -2.418984
14 Ga -0.170471 1.161093 -0.608549

Atoms 1-6, force components in eV/Å:
-0.41 0.70 0.40
-0.46 -2.79 -0.91
1.01 0.79 0.01
-5.05 -2.40 1.68
2.38 0.84 -0.94
3.17 1.65 -0.94

Properties
**E_LUMO (alpha / beta)**: -7.22 / -7.25 eV
**⟨S²⟩**: 0.760
**Spin multiplicity**: 2
**Total charge**: +1


(4)
The following is a DFT calculation (ωB97M-V with the def2-TZVPD basis set) of C22H25N3O3 as an isolated structure at a distorted geometry.

Positions of all 53 atoms, in Å:
1 C -6.777430 -2.130291 -0.231818
2 C -5.894922 -1.183540 0.546776
3 O -6.405248 -0.500444 1.450283
4 C -4.555104 -1.010315 0.192814
5 C -3.846664 -0.324978 0.904671
6 C -2.578031 0.006109 0.875994
7 C -1.991842 -0.663935 -0.086866
8 C -2.657185 -1.335009 -1.215034
9 C -4.035944 -1.552535 -0.966897
10 H -4.490629 -2.266163 -1.551464
11 H -2.201065 -1.637484 -1.905179
12 H -0.948458 -0.307588 -0.517724
13 N -1.804656 0.742585 1.588102
14 C -0.553699 1.576273 1.560571
15 O 0.206036 1.528773 2.328195
16 N -0.366979 1.957810 0.425799
17 C -1.231850 2.232887 -0.646022
18 C -0.813558 3.720407 -1.051764
19 H -0.995484 4.634105 -0.476468
20 C 0.710784 3.661315 -0.971612
21 H 1.063502 3.139322 -2.093074
22 C 0.868677 2.754488 0.234366
23 H 1.266464 3.299205 1.054953
24 C 2.024500 1.674047 -0.073708
25 O 2.616050 1.734407 -1.577703
26 N 2.447544 0.849624 0.793410
27 C 3.376001 -0.355381 0.834923
28 C 4.327276 0.047859 1.842115
29 C 5.227918 -1.079014 2.053152
30 C 5.441884 -2.057043 1.036445
31 C 4.488060 -1.992239 -0.110080
32 C 3.387954 -1.214254 -0.242784
33 C 2.383350 -1.267786 -1.139205
34 H 2.194108 -2.467937 -1.490807
35 H 2.576299 -0.773005 -2.027999
36 H 1.448759 -0.731017 -0.733063
37 C 4.640527 -3.174569 -1.266140
38 H 5.555333 -3.687255 -0.704809
39 H 3.787975 -3.864124 -0.988950
40 H 4.463742 -2.629688 -2.001206
41 H 6.299026 -2.807950 1.164823
42 H 5.890040 -0.927182 2.982626
43 H 4.107310 0.625339 2.644082
44 H 1.873634 0.918799 1.717218
45 H 1.156106 4.620615 -1.026365
46 H -0.986559 3.986508 -2.130816
47 H -1.170607 1.590231 -1.502625
48 H -2.140406 2.267831 -0.237655
49 H -2.057328 0.933768 2.571911
50 H -4.503153 0.373565 1.949286
51 H -6.340738 -3.066622 -0.346275
52 H -7.822657 -2.157821 0.004342
53 H -6.658646 -1.710714 -1.442732

Atoms 1-6, force components in eV/Å:
0.86 2.84 -4.05
-5.52 0.78 2.30
0.41 -1.25 -1.25
-3.53 -5.67 -6.69
-0.32 9.60 12.61
1.50 -1.73 -2.33

Properties
**E_LUMO**: 0.16 eV
**Total charge**: 0


Asked for E_tot across the records above, the calculation gives -4239.73087; -4117.72121; -2530.06992; -1242.74070 a.u. in order.